Density functional theory data (the ωB97M-V functional and the def2-TZVPD basis) for a structure of composition C6H11N2Rb.

**Net charge**: +2
**Energy above the lowest of the compared OMol25 structures with the same formula, charge and spin**: 73.4 kJ/mol
**Frontier orbital gap**: 9.94 eV

Element x y z (Å)
1 Rb 11.58 15.43 -5.51
2 C 12.84 18.98 -3.54
3 C 13.83 18.01 -4.19
4 N 15.10 17.96 -3.50
5 C 15.69 18.90 -2.67
6 C 16.86 18.39 -2.24
7 N 16.98 17.13 -2.78
8 C 15.92 16.89 -3.53
9 C 18.18 16.30 -2.63
10 H 13.16 20.02 -3.54
11 H 12.51 18.74 -2.53
12 H 11.88 19.05 -4.07
13 H 13.99 18.45 -5.18
14 H 13.32 17.05 -4.27
15 H 15.20 19.85 -2.57
16 H 17.58 18.82 -1.56
17 H 15.72 15.97 -4.05
18 H 18.91 16.59 -3.39
19 H 17.92 15.27 -2.89
20 H 18.58 16.38 -1.63